1.
{
  "formula": "C5H16NO",
  "method": "the ωB97M-V functional and the def2-TZVPD basis",
  "elements": ["C", "C", "C", "C", "C", "N", "H", "H", "H", "H", "H", "H", "H", "H", "H", "H", "H", "H", "H", "H", "H", "H", "O"],
  "positions_angstrom": [[0.420, 1.206, -1.023], [0.488, 0.736, 0.420], [-0.630, -0.204, 1.002], [-2.003, 0.514, 0.755], [-0.359, -0.532, 2.500], [0.021, 0.038, -1.931], [-0.360, 1.946, -1.138], [1.369, 1.624, -1.321], [1.425, 0.190, 0.634], [0.658, 1.616, 1.056], [-0.514, -1.166, 0.506], [-2.652, -0.102, 0.075], [-2.387, 0.537, 1.788], [-1.997, 1.504, 0.297], [0.707, -0.773, 2.560], [-0.926, -1.397, 2.851], [-0.593, 0.324, 3.148], [-0.382, 0.482, -2.770], [-0.681, -0.495, -1.416], [0.878, -0.500, -2.204], [2.535, -1.553, -1.210], [2.709, -2.411, -2.431], [2.275, -1.585, -2.152]],
  "total_energy_ev": -8978.5697,
  "total_charge": 0,
  "orbital_gap_ev": [3.6, 11.6],
  "spin_multiplicity": 2,
  "lumo_energy_ev": [0.70, 0.43],
  "e_above_lowest_ev": 1.616
}


2.
{
  "formula": "C13H25BrF6N2O8P2S2",
  "method": "the ωB97M-V functional and the def2-TZVPD basis",
  "elements": ["C", "P", "C", "C", "C", "N", "C", "P", "O", "O", "O", "C", "C", "C", "C", "C", "N", "S", "O", "O", "C", "F", "F", "F", "C", "Br", "H", "H", "H", "H", "H", "H", "H", "H", "H", "H", "H", "H", "H", "H", "H", "H", "H", "H", "H", "H", "H", "H", "H", "H", "H", "C", "F", "F", "F", "S", "O", "O", "O"],
  "positions_angstrom": [[1.108, -2.112, -3.612], [0.193, -2.278, -2.010], [-0.388, -4.038, -1.839], [1.346, -1.838, -0.573], [1.472, -2.956, 0.480], [1.922, -2.273, 1.733], [0.848, -1.424, 2.348], [1.549, -0.974, 3.991], [1.941, -2.166, 4.746], [0.623, -0.048, 4.876], [2.888, -0.106, 3.706], [0.287, -0.314, 1.399], [0.416, 1.161, 1.873], [-0.819, 2.104, 1.856], [-0.898, 3.064, 0.636], [-1.800, 4.264, 0.972], [-3.204, 3.770, 0.984], [-1.444, -0.870, 1.057], [-2.138, -0.051, 0.131], [-1.485, -2.250, 0.653], [-2.452, -0.826, 2.657], [-2.658, -2.054, 3.085], [-3.619, -0.335, 2.362], [-1.892, -0.107, 3.611], [1.134, -0.410, 0.044], [0.550, 0.757, -1.382], [0.969, -1.109, -4.035], [0.827, -2.910, -4.304], [2.188, -2.218, -3.405], [0.382, -4.734, -1.465], [-1.299, -4.119, -1.243], [-0.625, -4.378, -2.855], [2.339, -1.797, -1.055], [0.593, -3.594, 0.607], [2.298, -3.611, 0.178], [2.811, -1.776, 1.637], [2.104, -3.013, 2.430], [0.066, -2.167, 2.577], [0.422, -0.569, 5.675], [3.636, -0.701, 3.543], [1.162, 1.660, 1.240], [0.858, 1.282, 2.873], [-1.809, 1.655, 1.950], [-0.733, 2.791, 2.710], [-1.336, 2.545, -0.221], [0.102, 3.451, 0.401], [-1.568, 4.655, 1.969], [-1.733, 5.031, 0.188], [-3.840, 4.555, 0.904], [-3.342, 3.174, 0.172], [2.126, -0.042, 0.341], [-0.710, 2.272, -6.086], [-1.188, 3.509, -6.312], [-1.715, 1.558, -5.536], [-0.456, 1.724, -7.290], [0.788, 2.297, -5.010], [0.325, 2.904, -3.776], [1.743, 3.088, -5.744], [1.154, 0.895, -4.875]],
  "total_energy_ev": -159840.3680,
  "total_charge": 0,
  "orbital_gap_ev": 6.2,
  "spin_multiplicity": 1,
  "lumo_energy_ev": -1.74
}


3.
{
  "formula": "C39H104O39S13",
  "method": "the ωB97M-V functional and the def2-TZVPD basis",
  "elements": ["O", "S", "O", "O", "C", "C", "C", "H", "H", "H", "H", "H", "H", "H", "H", "O", "S", "O", "O", "C", "C", "C", "H", "H", "H", "H", "H", "H", "H", "H", "O", "S", "O", "O", "C", "C", "C", "H", "H", "H", "H", "H", "H", "H", "H", "O", "S", "O", "O", "C", "C", "C", "H", "H", "H", "H", "H", "H", "H", "H", "O", "S", "O", "O", "C", "C", "C", "H", "H", "H", "H", "H", "H", "H", "H", "O", "S", "O", "O", "C", "C", "C", "H", "H", "H", "H", "H", "H", "H", "H", "O", "S", "O", "O", "C", "C", "C", "H", "H", "H", "H", "H", "H", "H", "H", "O", "S", "O", "O", "C", "C", "C", "H", "H", "H", "H", "H", "H", "H", "H", "O", "S", "O", "O", "C", "C", "C", "H", "H", "H", "H", "H", "H", "H", "H", "O", "S", "O", "O", "C", "C", "C", "H", "H", "H", "H", "H", "H", "H", "H", "O", "S", "O", "O", "C", "C", "C", "H", "H", "H", "H", "H", "H", "H", "H", "O", "S", "O", "O", "C", "C", "C", "H", "H", "H", "H", "H", "H", "H", "H", "O", "S", "O", "O", "C", "C", "C", "H", "H", "H", "H", "H", "H", "H", "H"],
  "positions_angstrom": [[20.452, 5.458, 5.213], [19.503, 5.386, 6.271], [19.863, 4.832, 7.538], [18.976, 6.843, 6.476], [17.933, 7.090, 7.437], [16.827, 7.914, 6.825], [18.084, 4.545, 5.639], [18.356, 7.558, 8.325], [17.492, 6.150, 7.782], [16.519, 7.601, 5.831], [17.076, 8.978, 6.815], [15.970, 7.882, 7.496], [18.302, 3.507, 5.413], [17.797, 5.051, 4.719], [17.278, 4.670, 6.362], [25.784, 16.153, 9.451], [26.016, 15.342, 10.604], [26.249, 15.958, 11.863], [24.817, 14.308, 10.755], [23.495, 14.859, 10.588], [22.491, 13.757, 10.799], [27.284, 14.170, 10.249], [23.406, 15.289, 9.587], [23.343, 15.712, 11.257], [22.731, 13.193, 11.702], [22.597, 13.034, 9.990], [21.471, 14.110, 10.928], [27.306, 13.456, 11.067], [28.208, 14.742, 10.213], [27.068, 13.726, 9.283], [22.382, 10.391, 11.899], [21.988, 9.349, 12.787], [21.087, 9.593, 13.858], [21.364, 8.183, 11.937], [21.788, 7.967, 10.561], [20.882, 6.904, 10.001], [23.418, 8.579, 13.455], [22.838, 7.664, 10.585], [21.742, 8.901, 10.003], [19.834, 7.173, 10.134], [21.011, 5.972, 10.558], [21.141, 6.697, 8.965], [23.994, 9.341, 13.981], [24.072, 8.220, 12.661], [23.149, 7.778, 14.135], [20.076, 15.483, 7.488], [19.519, 14.481, 8.326], [19.234, 14.691, 9.714], [18.183, 14.030, 7.605], [17.402, 13.028, 8.287], [16.068, 12.906, 7.598], [20.488, 12.993, 8.130], [17.267, 13.285, 9.339], [17.889, 12.052, 8.257], [15.590, 13.882, 7.479], [15.371, 12.305, 8.178], [16.179, 12.500, 6.592], [20.153, 12.474, 7.239], [20.384, 12.396, 9.032], [21.516, 13.331, 8.030], [17.677, 6.412, 15.289], [16.834, 7.543, 15.498], [15.458, 7.540, 15.150], [16.916, 7.927, 17.033], [18.112, 7.588, 17.769], [17.983, 6.270, 18.499], [17.645, 8.949, 14.797], [18.323, 8.451, 18.399], [18.964, 7.550, 17.086], [16.922, 6.016, 18.575], [18.248, 6.355, 19.554], [18.523, 5.474, 18.000], [17.458, 8.969, 13.726], [18.691, 8.687, 14.953], [17.350, 9.846, 15.328], [23.804, 14.719, 18.368], [22.919, 15.548, 17.642], [23.260, 16.887, 17.295], [22.600, 14.762, 16.299], [22.169, 15.551, 15.158], [21.748, 14.577, 14.086], [21.319, 15.459, 18.364], [23.020, 16.169, 14.869], [21.389, 16.254, 15.458], [20.756, 14.201, 14.343], [22.452, 13.752, 14.020], [21.687, 15.107, 13.136], [21.358, 15.630, 19.436], [20.916, 14.478, 18.120], [20.612, 16.149, 17.903], [14.333, 2.279, 9.871], [15.751, 2.379, 9.778], [16.413, 2.460, 8.525], [16.156, 3.643, 10.644], [17.484, 4.173, 10.497], [17.767, 5.069, 11.683], [16.457, 1.047, 10.710], [17.622, 4.720, 9.566], [18.217, 3.361, 10.512], [17.598, 4.551, 12.625], [17.050, 5.898, 11.687], [18.741, 5.543, 11.585], [16.202, 1.165, 11.756], [17.527, 1.097, 10.516], [16.083, 0.143, 10.236], [18.169, 12.674, 15.707], [17.560, 13.331, 16.813], [18.355, 13.793, 17.898], [16.764, 14.550, 16.170], [16.201, 15.535, 17.080], [17.231, 16.534, 17.609], [16.208, 12.386, 17.446], [15.630, 15.048, 17.868], [15.543, 16.111, 16.429], [17.826, 16.083, 18.397], [16.628, 17.338, 18.035], [17.836, 16.923, 16.794], [16.499, 11.338, 17.399], [15.423, 12.458, 16.692], [15.881, 12.791, 18.394], [9.716, 11.897, 11.788], [9.316, 11.993, 10.418], [8.250, 12.846, 10.049], [10.549, 12.421, 9.548], [11.866, 11.930, 9.931], [12.553, 11.386, 8.700], [8.962, 10.350, 9.861], [11.759, 11.166, 10.701], [12.399, 12.763, 10.388], [13.532, 10.972, 8.930], [12.620, 12.149, 7.924], [11.922, 10.600, 8.274], [8.109, 10.019, 10.449], [9.803, 9.666, 9.940], [8.667, 10.458, 8.817], [13.442, 14.263, 12.300], [14.841, 14.027, 12.263], [15.420, 13.290, 11.183], [15.524, 15.450, 12.353], [16.925, 15.550, 12.008], [17.708, 16.116, 13.171], [15.281, 13.266, 13.800], [17.000, 16.254, 11.176], [17.337, 14.638, 11.582], [17.465, 17.172, 13.293], [18.775, 16.149, 12.926], [17.602, 15.510, 14.070], [14.822, 12.283, 13.801], [14.881, 13.933, 14.561], [16.363, 13.286, 13.919], [11.027, 8.496, 13.870], [11.539, 8.008, 12.643], [12.007, 8.892, 11.625], [12.672, 6.910, 12.845], [12.352, 5.868, 13.790], [13.575, 5.008, 13.886], [10.282, 6.990, 11.872], [11.507, 5.247, 13.467], [12.002, 6.269, 14.742], [13.608, 4.338, 14.743], [14.508, 5.569, 13.973], [13.721, 4.488, 12.935], [10.741, 6.054, 11.564], [9.958, 7.553, 11.000], [9.426, 6.808, 12.515], [14.854, 5.525, 7.553], [13.710, 6.230, 8.029], [13.477, 7.592, 7.663], [12.498, 5.284, 7.665], [11.167, 5.803, 7.852], [10.292, 5.316, 6.707], [13.707, 6.061, 9.789], [11.156, 6.891, 7.928], [10.788, 5.432, 8.811], [10.519, 5.943, 5.841], [9.250, 5.489, 6.968], [10.562, 4.301, 6.433], [13.603, 4.988, 9.943], [12.854, 6.604, 10.191], [14.618, 6.451, 10.235], [16.907, 10.235, 9.337], [16.906, 9.644, 10.636], [17.522, 8.384, 10.904], [17.455, 10.708, 11.673], [18.880, 10.902, 11.635], [19.306, 12.216, 12.211], [15.239, 9.605, 11.191], [19.274, 10.782, 10.620], [19.341, 10.080, 12.182], [18.939, 13.070, 11.643], [20.391, 12.209, 12.313], [18.939, 12.353, 13.235], [14.923, 10.652, 11.256], [15.215, 9.214, 12.205], [14.610, 9.192, 10.408]],
  "total_energy_ev": -262835.4572,
  "total_charge": 0,
  "orbital_gap_ev": 10.8,
  "spin_multiplicity": 1,
  "lumo_energy_ev": -0.06,
  "e_above_lowest_ev": 0.182
}


4.
{
  "formula": "C5H14",
  "method": "the ωB97M-V functional and the def2-TZVPD basis",
  "elements": ["C", "C", "C", "H", "H", "H", "H", "H", "H", "H", "H", "C", "C", "H", "H", "H", "H", "H", "H"],
  "positions_angstrom": [[-0.110, -1.012, 1.964], [-0.527, 0.419, 2.205], [-1.595, 0.929, 1.211], [0.790, -1.107, 1.358], [-0.166, -1.582, 2.895], [-0.819, -1.626, 1.389], [0.333, 1.096, 2.234], [-0.844, 0.533, 3.249], [-1.479, 1.957, 0.882], [-2.599, 0.700, 1.571], [-1.506, 0.295, 0.324], [1.404, -0.231, -1.705], [0.683, 0.052, -3.053], [2.057, -1.092, -1.804], [2.075, 0.621, -1.595], [0.728, -0.292, -0.861], [-0.400, 0.063, -2.970], [1.022, 0.981, -3.503], [0.952, -0.704, -3.792]],
  "total_energy_ev": -5411.4053,
  "total_charge": 0,
  "orbital_gap_ev": 12.3,
  "smiles": "CCC.CC",
  "spin_multiplicity": 1,
  "lumo_energy_ev": 1.13,
  "e_above_lowest_ev": 0.644
}


5.
{
  "formula": "C3H5I2NO",
  "method": "the ωB97M-V functional and the def2-TZVPD basis",
  "elements": ["C", "C", "C", "N", "O", "I", "I", "H", "H", "H", "H", "H"],
  "positions_angstrom": [[-1.096, -0.740, -0.785], [1.784, -0.191, 0.341], [0.456, 0.345, 0.756], [-2.033, 0.136, -0.932], [-0.744, -1.825, -1.071], [-0.116, -0.150, 2.757], [0.170, 2.429, 0.293], [2.614, 0.171, 0.953], [1.760, -1.280, 0.410], [1.981, 0.082, -0.698], [-1.923, 1.062, -0.524], [-2.853, -0.038, -1.501]],
  "total_energy_ev": -22928.8109,
  "total_charge": 0,
  "orbital_gap_ev": [7.7, 7.7],
  "spin_multiplicity": 1,
  "lumo_energy_ev": [-0.19, -0.19],
  "e_above_lowest_ev": 1.304
}


6.
{
  "formula": "C39H31N6O4Ru",
  "method": "the ωB97M-V functional and the def2-TZVPD basis",
  "elements": ["Ru", "O", "C", "O", "C", "C", "C", "N", "C", "C", "C", "C", "C", "C", "C", "N", "C", "C", "C", "C", "C", "N", "H", "H", "H", "H", "H", "H", "H", "H", "H", "H", "C", "C", "C", "C", "C", "C", "C", "C", "N", "C", "O", "C", "C", "C", "C", "C", "N", "C", "O", "N", "C", "C", "C", "C", "C", "C", "C", "C", "H", "H", "H", "H", "H", "H", "H", "H", "H", "H", "H", "H", "H", "H", "H", "H", "H", "H", "H", "H", "H"],
  "positions_angstrom": [[0.389, -0.545, -0.170], [-4.836, 2.395, 3.078], [-4.451, 2.795, 1.974], [-4.699, 3.759, 1.242], [-3.303, 1.845, 1.355], [-2.844, 0.763, 2.084], [-1.791, 0.016, 1.567], [-1.241, 0.367, 0.392], [-1.706, 1.387, -0.346], [-2.768, 2.153, 0.116], [-0.950, 1.600, -1.578], [-1.396, 2.406, -2.618], [-0.609, 2.579, -3.737], [0.639, 1.968, -3.776], [1.014, 1.168, -2.719], [0.244, 0.953, -1.655], [-1.167, -1.142, 2.193], [-1.595, -1.699, 3.395], [-0.941, -2.793, 3.915], [0.120, -3.346, 3.205], [0.488, -2.762, 2.013], [-0.109, -1.674, 1.523], [-3.280, 0.539, 3.047], [-3.144, 3.002, -0.437], [-2.365, 2.878, -2.538], [-0.946, 3.191, -4.563], [1.307, 2.120, -4.611], [1.982, 0.688, -2.702], [-2.436, -1.260, 3.912], [-1.245, -3.224, 4.859], [0.647, -4.216, 3.568], [1.286, -3.181, 1.413], [0.655, 0.722, 4.155], [0.231, 1.873, 3.286], [-0.625, 2.843, 3.786], [-0.970, 3.955, 3.036], [-0.394, 4.139, 1.792], [0.462, 3.189, 1.251], [1.166, 3.489, -0.047], [0.723, 2.005, 1.971], [1.419, 0.952, 1.364], [2.605, 0.534, 1.819], [3.297, 1.070, 2.680], [3.094, -0.712, 1.143], [4.223, -1.372, 1.600], [4.641, -2.526, 0.956], [3.906, -2.987, -0.130], [2.785, -2.279, -0.516], [2.401, -1.157, 0.100], [1.885, -2.730, -1.626], [2.166, -3.689, -2.327], [0.779, -1.955, -1.706], [-0.099, -2.007, -2.810], [0.361, -1.744, -4.119], [1.817, -1.567, -4.439], [-0.568, -1.679, -5.149], [-1.918, -1.883, -4.925], [-2.358, -2.186, -3.650], [-1.468, -2.258, -2.587], [-1.981, -2.679, -1.231], [-0.090, 0.522, 4.925], [1.600, 0.967, 4.645], [0.827, -0.183, 3.573], [-1.035, 2.725, 4.782], [-1.662, 4.686, 3.434], [-0.600, 5.042, 1.227], [1.819, 4.354, 0.083], [0.454, 3.738, -0.837], [1.776, 2.648, -0.366], [4.738, -0.958, 2.456], [5.517, -3.063, 1.294], [4.163, -3.879, -0.684], [2.340, -0.975, -3.686], [1.941, -1.092, -5.412], [2.301, -2.543, -4.464], [-0.222, -1.471, -6.155], [-2.621, -1.829, -5.746], [-3.408, -2.392, -3.475], [-2.707, -3.484, -1.350], [-2.485, -1.857, -0.716], [-1.173, -3.048, -0.605]],
  "total_energy_ev": -60661.8322,
  "total_charge": 0,
  "orbital_gap_ev": [6.7, 6.0],
  "spin_multiplicity": 2,
  "lumo_energy_ev": [-1.42, -2.14],
  "e_above_lowest_ev": 1.060
}